Computed, not measured: a molecular structure, C9H23N3O9SV, with wB97M-V/def2-TZVPD.

Positions of all 46 atoms, in Å:
V1 -32.717 3.836 15.145
O1 -30.729 4.076 14.462
H1 -29.946 4.108 13.898
O2 -33.556 5.525 14.074
H2 -32.767 5.637 13.517
S1 -34.834 2.293 14.265
O3 -34.853 3.218 15.418
O4 -33.426 2.253 13.907
O5 -35.439 0.987 14.549
O6 -35.664 2.705 13.167
C1 -32.048 0.979 16.673
O7 -32.169 2.205 16.618
N1 -31.750 0.345 17.826
C2 -31.585 -1.096 17.862
C3 -31.551 1.019 19.117
H3 -32.210 0.282 15.838
H4 -30.687 -1.375 18.414
H5 -31.818 -1.548 16.900
H6 -32.393 -1.319 18.564
H7 -30.502 1.254 19.301
H8 -32.047 1.986 19.192
H9 -32.009 0.431 19.914
C4 -33.362 6.110 17.771
O8 -32.969 5.198 17.061
N2 -34.591 6.222 18.345
C5 -34.839 7.245 19.389
C6 -35.706 5.354 17.859
H10 -32.684 6.854 18.221
H11 -35.420 8.067 18.969
H12 -33.954 7.569 19.935
H13 -35.479 6.751 20.122
H14 -36.174 4.829 18.693
H15 -36.285 6.042 17.243
H16 -35.408 4.527 17.212
C7 -28.890 7.022 14.366
O9 -27.759 7.278 13.998
N3 -29.626 7.794 15.202
C8 -30.987 7.342 15.446
C9 -29.235 9.064 15.713
H17 -29.406 6.112 14.028
H18 -31.243 6.430 14.907
H19 -31.699 8.089 15.090
H20 -31.201 7.147 16.497
H21 -29.995 9.816 15.487
H22 -29.196 9.114 16.803
H23 -28.295 9.348 15.240

Summary:
- Spin multiplicity: 4
- ΔE to the lowest compared entry with this formula, charge and spin: 0.000 eV
- Lowest unoccupied orbital energy (alpha / beta): 4.3 / 4.3 eV
- Charge: -2
- Expectation value of S²: 3.76
- Kohn-Sham gap (alpha / beta): 3.3 / 4.7 eV

***

Computed, not measured: 13 unconnected molecules or ions with the total composition C25H52Cl24NO, with wB97M-V/def2-TZVPD.

Positions of all 103 atoms, in Å:
C1 3.348 -0.442 1.097
C2 2.938 0.712 0.179
C3 3.142 2.102 0.790
C4 2.026 2.583 1.737
C5 0.592 2.364 1.211
C6 -0.289 3.617 1.373
C7 -1.449 3.667 0.376
C8 -2.368 2.433 0.441
C9 -3.263 2.525 1.669
N1 -4.449 1.591 1.641
C10 -5.368 1.849 0.482
C11 -5.251 0.740 -0.548
O1 -5.689 -0.476 0.001
C12 -5.027 -0.860 1.201
C13 -4.024 0.164 1.765
H1 3.275 -1.363 0.512
H2 4.393 -0.364 1.398
H3 2.690 -0.561 1.959
H4 1.921 0.542 -0.175
H5 3.574 0.650 -0.709
H6 3.327 2.841 0.008
H7 4.065 2.056 1.377
H8 2.187 3.648 1.919
H9 2.151 2.078 2.698
H10 0.139 1.569 1.816
H11 0.575 2.032 0.173
H12 -0.642 3.719 2.403
H13 0.330 4.499 1.184
H14 -2.074 4.523 0.659
H15 -1.115 3.835 -0.640
H16 -1.762 1.528 0.488
H17 -2.945 2.410 -0.486
H18 -3.616 3.544 1.828
H19 -2.684 2.244 2.551
H20 -4.978 1.812 2.487
H21 -5.184 2.835 0.063
H22 -6.385 1.807 0.873
H23 -5.939 0.985 -1.358
H24 -4.255 0.677 -0.999
H25 -4.449 -1.758 0.983
H26 -5.762 -1.112 1.965
H27 -3.931 -0.038 2.832
H28 -3.043 0.001 1.331
C14 -1.172 4.829 -3.780
Cl1 0.227 4.054 -3.031
Cl2 -2.540 4.896 -2.655
H29 -0.904 5.839 -4.063
H30 -1.469 4.254 -4.650
C15 2.377 0.824 -5.357
Cl3 3.580 1.547 -4.279
Cl4 0.833 1.684 -5.278
H31 2.746 0.868 -6.373
H32 2.215 -0.204 -5.057
C16 0.871 -3.799 -0.245
Cl5 1.053 -2.313 -1.184
Cl6 2.237 -4.891 -0.488
H33 0.821 -3.542 0.807
H34 -0.035 -4.303 -0.560
C17 5.729 -5.098 0.463
Cl7 6.101 -5.504 2.140
Cl8 6.695 -6.038 -0.687
H35 4.684 -5.311 0.280
H36 5.937 -4.045 0.310
C18 -4.411 -2.380 5.017
Cl9 -4.121 -3.132 3.444
Cl10 -5.603 -1.080 4.852
H37 -4.790 -3.128 5.704
H38 -3.483 -1.958 5.385
C19 -0.939 2.690 5.464
Cl11 -1.540 4.303 5.084
Cl12 -2.177 1.449 5.180
H39 -0.089 2.476 4.825
H40 -0.650 2.654 6.507
C20 -8.464 0.706 2.565
Cl13 -7.224 1.478 3.582
Cl14 -9.974 1.606 2.587
H41 -8.099 0.659 1.545
H42 -8.641 -0.292 2.949
C21 1.476 -1.591 -8.741
Cl15 2.766 -2.208 -7.699
Cl16 0.510 -0.355 -7.923
H43 1.925 -1.151 -9.623
H44 0.828 -2.415 -9.014
C22 9.656 -4.414 1.129
Cl17 10.987 -5.055 2.096
Cl18 8.716 -3.208 2.018
H45 10.067 -3.945 0.242
H46 8.999 -5.232 0.860
C23 3.792 -7.895 -2.578
Cl19 3.796 -8.807 -4.088
Cl20 2.915 -8.730 -1.288
H47 4.818 -7.750 -2.259
H48 3.313 -6.941 -2.755
C24 -2.883 7.860 3.387
Cl21 -2.457 7.656 5.088
Cl22 -1.878 6.851 2.332
H49 -3.918 7.571 3.253
H50 -2.739 8.898 3.113
C25 4.957 -5.168 -5.959
Cl23 6.373 -5.983 -5.290
Cl24 3.600 -5.168 -4.823
H51 5.220 -4.141 -6.178
H52 4.650 -5.687 -6.859

Summary:
- Spin multiplicity: 1
- Lowest unoccupied orbital energy: -2.1 eV
- Charge: +1
- Kohn-Sham gap: 9.7 eV

***

Computed, not measured: a gas-phase ion, C4H8NO2 (charge -1), with wB97M-V/def2-TZVPD.

Positions of all 15 atoms, in Å:
C1 1.167 1.436 0.907
C2 1.433 0.011 0.463
O1 2.224 -0.718 1.047
N1 0.748 -0.421 -0.644
C3 -0.641 -0.068 -0.923
C4 -1.685 -1.059 -0.283
O2 -2.920 -0.607 -0.304
H1 1.125 2.064 0.026
H2 0.171 1.412 1.356
H3 1.942 1.791 1.577
H4 0.910 -1.425 -0.669
H5 -0.879 -0.008 -1.986
H6 -0.878 0.891 -0.469
H7 -1.222 -1.264 0.732
H8 -1.495 -2.035 -0.831

Summary:
- Spin multiplicity: 1
- ΔE to the lowest compared entry with this formula, charge and spin: 1.816 eV
- Structure (SMILES): CC(=O)NCC[O-]
- Lowest unoccupied orbital energy: 3.8 eV
- Charge: -1
- Kohn-Sham gap: 6.5 eV

***

Computed, not measured: a single C4H5NO2 molecule, with wB97M-V/def2-TZVPD.

Positions of all 12 atoms, in Å:
N1 0.029 2.785 0.116
C1 -0.125 1.636 0.230
C2 -0.086 0.204 0.301
O1 0.072 -0.114 1.589
C3 0.958 -0.401 -0.610
O2 -0.020 -1.069 -1.434
C4 -1.130 -0.708 -0.477
H1 0.335 0.557 2.235
H2 1.612 0.178 -1.288
H3 1.618 -1.136 -0.023
H4 -1.183 -1.570 0.222
H5 -2.078 -0.361 -0.862

Summary:
- Spin multiplicity: 1
- ΔE to the lowest compared entry with this formula, charge and spin: 2.834 eV
- Structure (SMILES): N#CC1(O)COC1
- Lowest unoccupied orbital energy: 0.6 eV
- Kohn-Sham gap: 10.9 eV

***

Computed, not measured: a molecular structure, C2H3FMnO2P, with wB97M-V/def2-TZVPD.

Positions of all 10 atoms, in Å:
P1 2.961 -0.124 -0.246
F1 2.549 0.400 1.572
O1 -0.181 -1.043 0.399
C1 -1.378 -0.640 -0.095
H1 -2.065 -1.409 -0.471
H2 2.391 -1.111 -1.105
C2 -1.660 0.681 -0.222
O2 -0.713 1.616 -0.014
Mn1 0.770 0.615 0.655
H3 -2.676 1.015 -0.474

Summary:
- Spin multiplicity: 6
- ΔE to the lowest compared entry with this formula, charge and spin: 0.000 eV
- Lowest unoccupied orbital energy (alpha / beta): 3.3 / 3.2 eV
- Charge: -1
- Expectation value of S²: 8.99
- Kohn-Sham gap (alpha / beta): 5.9 / 6.0 eV

***

Computed, not measured: a single CH5N3 molecule, with wB97M-V/def2-TZVPD.

Positions of all 9 atoms, in Å:
C1 -0.782 -0.835 -0.808
N1 1.322 1.298 1.117
N2 0.468 0.740 0.245
N3 0.373 -0.484 0.007
H1 1.869 0.560 1.590
H2 -0.029 1.570 0.907
H3 -0.433 -1.318 -1.724
H4 -1.397 0.033 -1.067
H5 -1.390 -1.563 -0.266

Summary:
- Spin multiplicity: 1
- ΔE to the lowest compared entry with this formula, charge and spin: 5.242 eV
- Lowest unoccupied orbital energy: 0.8 eV
- Kohn-Sham gap: 9.9 eV

***

Computed, not measured: a molecular structure, C9H56CdNO20, with wB97M-V/def2-TZVPD.

Positions of all 87 atoms, in Å:
Cd1 3.887 -0.600 -1.934
C1 1.737 2.682 -0.344
C2 0.870 1.601 0.207
C3 -0.572 2.313 0.177
C4 -1.714 1.331 0.536
C5 -1.682 0.175 -0.492
C6 -0.313 -0.603 -0.441
N1 0.849 0.330 -0.580
O1 2.130 -0.324 -0.761
C7 -0.506 -1.562 -1.688
C8 -0.361 -1.480 0.844
C9 1.252 1.485 1.702
H1 1.812 2.927 -1.401
H2 2.761 2.447 -0.043
H3 1.567 3.631 0.165
H4 -0.853 2.672 -0.814
H5 -0.732 3.068 0.948
H6 -2.669 1.857 0.511
H7 -1.598 0.999 1.569
H8 -1.880 0.606 -1.474
H9 -2.549 -0.456 -0.291
H10 -1.284 -2.318 -1.581
H11 0.419 -2.043 -2.012
H12 -0.724 -1.032 -2.616
H13 0.590 -1.982 1.031
H14 -1.082 -2.297 0.888
H15 -0.674 -0.917 1.725
H16 2.275 1.158 1.890
H17 0.610 0.800 2.258
H18 1.218 2.436 2.236
O2 3.254 -1.714 2.406
H19 2.760 -1.700 3.234
H20 2.627 -1.408 1.746
O3 -5.977 0.187 1.247
H21 -5.219 0.762 1.130
H22 -6.542 0.656 1.864
O4 4.878 1.090 -1.093
H23 5.237 1.959 -1.285
H24 5.041 0.954 -0.147
O5 4.091 2.574 3.556
H25 3.349 2.427 4.146
H26 3.929 3.440 3.175
O6 1.817 -3.969 -0.733
H27 1.141 -3.348 -0.448
H28 1.340 -4.628 -1.243
O7 4.912 0.410 1.627
H29 4.624 1.224 2.049
H30 4.278 -0.254 1.921
O8 -1.077 -5.768 0.809
H31 -0.461 -5.701 1.540
H32 -1.602 -4.962 0.855
O9 3.117 -2.471 -2.646
H33 3.024 -2.742 -3.562
H34 2.636 -3.141 -2.138
O10 1.515 -1.338 4.538
H35 1.042 -0.508 4.425
H36 0.825 -1.998 4.635
O11 -2.371 4.395 -2.396
H37 -2.503 4.371 -1.446
H38 -3.245 4.557 -2.756
O12 -3.563 -1.597 2.684
H39 -3.382 -1.611 1.742
H40 -3.608 -2.522 2.934
O13 -0.381 5.688 -0.231
H41 0.351 6.082 0.248
H42 -0.218 4.743 -0.187
O14 0.327 1.729 -3.178
H43 0.415 0.923 -3.699
H44 0.364 1.430 -2.261
O15 0.595 -0.530 -4.636
H45 0.595 -1.424 -4.288
H46 0.088 -0.587 -5.449
O16 -3.428 -3.355 -3.367
H47 -4.358 -3.582 -3.302
H48 -3.417 -2.517 -3.833
O17 -0.229 0.830 5.010
H49 -0.706 0.672 5.828
H50 -0.869 1.257 4.437
O18 -4.865 -2.258 -0.617
H51 -5.338 -1.856 0.117
H52 -4.840 -1.576 -1.290
O19 2.102 4.004 -3.647
H53 1.557 3.402 -3.134
H54 2.312 3.515 -4.444
O20 -2.808 -3.893 0.109
H55 -3.394 -3.135 0.014
H56 -2.520 -4.089 -0.785

Summary:
- Spin multiplicity: 1
- ΔE to the lowest compared entry with this formula, charge and spin: 0.250 eV
- Lowest unoccupied orbital energy: -4.8 eV
- Charge: +1
- Kohn-Sham gap: 5.6 eV

***

Computed, not measured: a molecular structure, C26H25KN7O2S4, with wB97M-V/def2-TZVPD.

Positions of all 65 atoms, in Å:
K1 -0.785 0.547 0.986
C1 -3.509 4.587 4.532
S1 -4.617 3.407 3.725
C2 -3.534 2.645 2.500
S2 -2.165 3.438 1.913
N1 -4.087 1.543 2.087
N2 -3.461 0.513 1.555
C3 -4.090 -0.251 0.733
C4 -3.529 -1.531 0.345
C5 -4.273 -2.419 -0.444
C6 -3.743 -3.656 -0.751
C7 -2.490 -3.996 -0.256
C8 -1.823 -3.058 0.521
N3 -2.313 -1.861 0.807
H1 -4.132 5.225 5.158
H2 -3.000 5.167 3.768
H3 -2.786 4.053 5.144
H4 -5.083 0.014 0.366
H5 -5.255 -2.124 -0.791
H6 -4.303 -4.356 -1.359
H7 -2.041 -4.958 -0.462
H8 -0.839 -3.275 0.931
N4 1.316 1.684 -3.456
C9 2.465 1.004 -3.125
C10 3.626 0.713 -3.828
C11 4.582 -0.040 -3.167
C12 4.384 -0.484 -1.853
C13 3.229 -0.194 -1.149
C14 2.255 0.562 -1.802
N5 1.003 0.951 -1.377
C15 0.471 1.605 -2.378
C16 -0.866 2.163 -2.372
C17 -1.509 2.746 -3.425
S3 -3.076 3.242 -2.951
C18 -2.754 2.642 -1.358
N6 -1.592 2.115 -1.215
H9 1.099 2.068 -4.356
H10 3.777 1.062 -4.842
H11 5.505 -0.284 -3.677
H12 5.156 -1.071 -1.370
H13 3.054 -0.560 -0.139
H14 -1.169 2.870 -4.440
H15 -3.483 2.738 -0.566
N7 1.271 -2.658 -2.655
C19 -0.050 -2.293 -2.129
C20 -0.832 -1.485 -3.156
O1 -0.251 -1.438 -4.362
O2 -1.901 -0.983 -2.936
H16 1.613 -3.491 -2.195
H17 1.939 -1.925 -2.435
H18 0.572 -1.972 -4.266
H19 -0.015 -1.761 -1.166
H20 -0.634 -3.201 -1.975
S4 1.917 -1.784 1.894
C21 2.820 -0.971 3.136
C22 3.475 -1.685 4.154
C23 4.217 -1.033 5.126
C24 4.340 0.350 5.117
C25 3.698 1.075 4.120
C26 2.951 0.429 3.150
H21 3.385 -2.763 4.171
H22 4.707 -1.611 5.902
H23 4.926 0.857 5.874
H24 3.783 2.156 4.098
H25 2.453 1.000 2.375

Summary:
- Spin multiplicity: 1
- ΔE to the lowest compared entry with this formula, charge and spin: 1.437 eV
- Lowest unoccupied orbital energy: 2.0 eV
- Charge: -1
- Kohn-Sham gap: 5.7 eV

***

Computed, not measured: a gas-phase ion, C4H8NO (charge -1), with wB97M-V/def2-TZVPD.

Positions of all 14 atoms, in Å:
C1 -0.445 1.599 0.207
C2 0.518 0.650 -0.508
C3 0.290 -0.811 -0.479
C4 -0.743 -1.492 0.385
N1 1.507 -0.046 0.390
O1 2.789 -0.101 0.032
H1 -1.386 1.108 0.331
H2 -0.690 2.488 -0.234
H3 -0.070 1.901 1.123
H4 0.835 1.013 -1.616
H5 0.450 -1.316 -1.437
H6 -0.817 -1.115 1.438
H7 -0.486 -2.528 0.313
H8 -1.752 -1.349 0.054

Summary:
- Spin multiplicity: 1
- ΔE to the lowest compared entry with this formula, charge and spin: 1.838 eV
- Structure (SMILES): C[C@@H]1[C@H](C)N1[O-]
- Lowest unoccupied orbital energy: 4.3 eV
- Charge: -1
- Kohn-Sham gap: 5.9 eV

***

Computed, not measured: 8 unconnected molecules or ions with the total composition C33H35F10O22, with wB97M-V/def2-TZVPD.

Positions of all 100 atoms, in Å:
C1 3.907 -3.388 4.343
C2 4.134 -2.404 3.010
C3 5.595 -2.742 2.278
C4 6.596 -1.447 2.184
C5 7.251 -1.076 3.676
F1 8.717 -0.928 3.473
F2 7.026 -2.158 4.684
F3 6.670 0.198 4.241
O1 4.036 -1.024 3.511
C6 2.867 -0.312 2.972
C7 1.412 -1.027 3.382
C8 0.532 -1.611 2.123
C9 -0.883 -2.362 2.473
C10 -1.313 -2.491 4.068
C11 -0.421 -1.888 5.328
C12 0.995 -1.131 4.974
H1 3.143 -2.911 5.109
H2 3.443 -4.408 3.991
H3 4.901 -3.572 4.943
H4 3.316 -2.708 2.228
H5 5.358 -3.112 1.168
H6 6.046 -3.676 2.835
H7 5.982 -0.479 1.857
H8 2.986 -0.170 1.816
H9 2.799 0.782 3.445
H10 0.956 -1.481 1.018
H11 -1.498 -2.800 1.575
H12 -2.317 -3.046 4.316
H13 -0.726 -2.005 6.452
H14 1.737 -0.671 5.788
C13 0.797 1.923 -1.681
C14 2.074 2.650 -1.425
O2 2.717 1.855 -0.455
C15 2.276 0.586 -0.688
O3 2.808 -0.416 -0.239
O4 1.170 0.573 -1.492
F4 1.836 3.868 -0.889
H15 0.010 2.186 -0.966
H16 0.421 2.088 -2.694
H17 2.718 2.749 -2.306
C16 -3.997 4.017 -1.552
C17 -4.331 2.722 -0.893
O5 -3.653 1.768 -1.679
C18 -2.570 2.426 -2.180
O6 -1.604 1.873 -2.679
O7 -2.695 3.782 -2.048
F5 -5.657 2.471 -0.966
H18 -4.667 4.252 -2.386
H19 -4.004 4.855 -0.849
H20 -3.994 2.648 0.147
C19 -7.884 -0.592 -1.591
C20 -9.253 -0.087 -1.288
O8 -9.335 1.108 -2.032
C21 -8.516 0.916 -3.104
O9 -8.531 1.606 -4.109
O10 -7.681 -0.152 -2.919
F6 -9.375 0.218 0.023
H21 -7.117 -0.154 -0.943
H22 -7.818 -1.682 -1.525
H23 -10.058 -0.764 -1.591
C22 1.031 -6.920 1.225
C23 1.234 -6.397 2.606
O11 0.022 -5.734 2.888
C24 -0.921 -6.394 2.159
O12 -2.123 -6.294 2.345
O13 -0.356 -7.187 1.199
F7 2.234 -5.488 2.636
H24 1.274 -6.182 0.453
H25 1.609 -7.828 1.035
H26 1.412 -7.173 3.358
C25 5.831 2.852 -5.632
C26 6.034 3.374 -4.251
O14 4.822 4.038 -3.969
C27 3.879 3.378 -4.698
O15 2.677 3.477 -4.512
O16 4.444 2.584 -5.658
F8 7.034 4.284 -4.221
H27 6.074 3.590 -6.404
H28 6.409 1.943 -5.822
H29 6.212 2.598 -3.499
C28 -4.669 -3.898 -4.057
C29 -4.466 -3.376 -2.676
O17 -5.678 -2.712 -2.394
C30 -6.621 -3.372 -3.123
O18 -7.823 -3.273 -2.937
O19 -6.056 -4.166 -4.083
F9 -3.466 -2.466 -2.646
H30 -4.426 -3.160 -4.829
H31 -4.091 -4.807 -4.247
H32 -4.288 -4.152 -1.924
C31 1.161 7.498 -0.212
C32 1.130 7.638 1.272
O20 -0.198 8.027 1.538
C33 -0.938 7.476 0.535
O21 -2.151 7.357 0.565
O22 -0.152 7.065 -0.507
F10 1.954 8.629 1.680
H33 1.353 8.447 -0.723
H34 1.900 6.765 -0.545
H35 1.359 6.715 1.814

Summary:
- Spin multiplicity: 1
- Lowest unoccupied orbital energy: 1.6 eV
- Charge: -1
- Kohn-Sham gap: 3.7 eV

***

Computed, not measured: a molecular structure, C4H6S2, with wB97M-V/def2-TZVPD.

Positions of all 12 atoms, in Å:
C1 -0.914 0.456 -1.839
C2 0.194 -0.285 0.825
C3 -0.089 -0.045 2.128
C4 1.510 -0.630 0.342
H1 -0.808 1.466 -1.269
H2 -2.368 0.773 -2.162
H3 -0.258 0.118 -3.071
H4 0.683 -0.045 2.883
H5 -1.360 0.104 2.052
H6 1.696 -1.037 -0.637
S1 -1.136 -0.657 -0.374
S2 2.850 -0.218 1.122

Summary:
- Spin multiplicity: 1
- ΔE to the lowest compared entry with this formula, charge and spin: 5.284 eV
- Lowest unoccupied orbital energy: -1.0 eV
- Kohn-Sham gap: 7.9 eV

***

The records above yield total energy values of -2540.367989; -12158.087239; -362.457504; -360.565268; -1820.691028; -205.198458; -2103.470237; -3732.391245; -287.070658; -3932.050893; -952.175221 Eh, respectively.